# 1
Molecular formula: C21H44Br8N4O3
Method: DFT, ωB97M-V/def2-TZVPD

Output
- Maximum force: 2.244 eV/A
- SMILES string: CN(C)C=O.CN(C)C=O.CN(C)C=O.BrCCBr.BrCCBr.BrCCBr.BrCCBr.CCCC#N
- LUMO energy: 0.04 eV
- Frontier orbital gap: 0.3289 hartree
- Net charge: 0
- Highest occupied orbital energy: -0.327 Ha

Geometry as XYZ:
```
80
C21H44Br8N4O3 (ωB97M-V/def2-TZVPD)
C 5.333 -0.647 -2.141
N 4.712 0.663 -2.171
C 5.361 1.720 -1.462
C 3.522 0.828 -2.759
O 2.931 1.860 -2.841
H 6.156 -0.707 -2.867
H 4.657 -1.415 -2.521
H 5.663 -0.904 -1.139
H 5.711 1.406 -0.470
H 6.277 2.048 -1.976
H 4.742 2.597 -1.302
H 3.137 -0.078 -3.246
C -1.131 1.985 5.099
N -1.567 1.761 3.747
C -2.878 1.215 3.630
C -0.998 2.357 2.674
O -1.470 2.395 1.573
H -0.288 2.659 5.245
H -0.811 1.034 5.538
H -1.973 2.389 5.666
H -3.636 1.979 3.857
H -3.123 0.834 2.644
H -3.037 0.403 4.341
H -0.064 2.885 2.926
C -2.963 -5.037 1.461
N -3.269 -6.470 1.590
C -2.168 -7.369 1.404
C -4.530 -6.925 1.693
O -4.857 -8.085 1.625
H -2.552 -4.893 0.449
H -2.156 -4.739 2.133
H -3.835 -4.394 1.498
H -2.525 -8.381 1.265
H -1.543 -7.034 0.573
H -1.524 -7.339 2.294
H -5.223 -6.080 1.845
Br -5.781 1.641 -2.724
C -4.131 2.349 -2.027
C -4.346 3.548 -1.110
Br -5.434 4.942 -1.917
H -3.560 2.654 -2.899
H -3.589 1.595 -1.463
H -3.410 3.923 -0.740
H -4.986 3.195 -0.305
Br 4.765 7.279 -0.725
C 4.373 5.526 -1.420
C 2.950 5.113 -1.328
Br 2.375 4.977 0.524
H 4.952 4.819 -0.814
H 4.867 5.414 -2.382
H 2.801 4.129 -1.777
H 2.253 5.787 -1.815
Br -0.959 -3.111 -5.814
C -2.265 -1.707 -6.229
C -1.667 -0.348 -5.914
Br -1.815 0.152 -4.068
H -3.082 -1.932 -5.556
H -2.541 -1.788 -7.271
H -2.234 0.398 -6.484
H -0.662 -0.226 -6.304
Br -0.111 -1.558 3.183
C 1.801 -1.562 3.469
C 2.210 -2.282 4.724
Br 1.793 -1.196 6.279
H 2.222 -0.558 3.452
H 2.210 -2.021 2.567
H 3.296 -2.339 4.708
H 1.762 -3.259 4.826
C 1.481 1.523 0.127
C 1.061 0.127 -0.266
C -0.427 0.044 -0.590
C -0.926 -1.320 -0.332
N -1.339 -2.361 -0.089
H 1.094 1.690 1.142
H 1.182 2.375 -0.476
H 2.567 1.643 0.216
H 1.326 -0.622 0.472
H 1.568 -0.102 -1.211
H -0.652 0.334 -1.619
H -1.075 0.594 0.109
```

Results of the Löwdin charge analysis, in e, for atoms 1 through 4: atom 1 (C): -0.05, atom 2 (N): -0.18, atom 3 (C): -0.05, atom 4 (C): -0.38

***

# 2
Molecular formula: C21H44N2O6P2ReSTe
Method: DFT, ωB97M-V/def2-TZVPD

Output
- Maximum force: 0.610 eV/A
- LUMO energy (alpha / beta): -13.72 / -13.46 eV
- Frontier orbital gap (alpha / beta): 0.2577 / 0.2642 hartree
- <S²>: 0.7845
- 2S+1: 2
- Net charge: +4
- Highest occupied orbital energy (alpha / beta): -0.762 / -0.759 Ha

Geometry as XYZ:
```
78
C21H44N2O6P2ReSTe (ωB97M-V/def2-TZVPD)
Re -0.259 0.538 0.014
C -5.776 2.337 2.390
C -5.274 1.002 2.853
C -6.141 -0.181 2.532
O -3.859 0.755 2.209
P -3.433 0.434 0.793
O -1.939 1.021 0.720
C -3.197 -1.346 0.561
P -1.674 -2.091 1.206
O -0.480 -1.304 0.514
O -1.558 -3.512 0.693
C -2.169 -4.818 1.321
C -0.997 -5.644 1.759
C -3.026 -5.419 0.246
O -1.680 -2.005 2.720
C -1.061 -1.143 3.811
C 0.350 -1.625 4.019
C -1.967 -1.297 4.999
O -4.352 1.017 -0.248
C -4.507 1.354 -1.733
C -4.146 0.143 -2.546
C -3.696 2.590 -2.001
H -6.652 2.584 2.994
H -6.090 2.315 1.347
H -5.039 3.122 2.549
H -4.970 1.022 3.896
H -6.366 -0.237 1.465
H -7.093 -0.054 3.050
H -5.706 -1.117 2.886
H -3.225 -1.569 -0.510
H -4.049 -1.857 1.023
H -2.752 -4.455 2.168
H -0.366 -5.906 0.911
H -1.378 -6.570 2.193
H -0.403 -5.138 2.520
H -2.428 -5.703 -0.618
H -3.832 -4.754 -0.063
H -3.485 -6.325 0.646
H -1.099 -0.127 3.410
H 0.357 -2.656 4.373
H 0.817 -1.007 4.787
H 0.947 -1.554 3.108
H -2.002 -2.336 5.325
H -2.976 -0.951 4.780
H -1.573 -0.699 5.822
H -5.575 1.556 -1.772
H -3.086 -0.107 -2.425
H -4.308 0.372 -3.600
H -4.770 -0.717 -2.302
H -2.624 2.389 -1.914
H -3.973 3.405 -1.335
H -3.894 2.915 -3.024
C 2.162 0.532 -3.082
Te 0.181 -0.103 -2.654
C 0.664 -2.160 -2.424
H 2.843 0.139 -2.333
H 2.177 1.617 -3.121
H 2.387 0.123 -4.067
H 0.942 -2.501 -3.421
H -0.218 -2.691 -2.076
H 1.493 -2.268 -1.731
C 3.609 5.730 2.586
C 3.157 4.317 2.559
C 3.433 3.376 3.532
C 2.983 2.068 3.386
N 2.273 1.701 2.282
C 2.041 2.599 1.384
S 1.287 2.142 -0.188
N 2.440 3.885 1.487
C 3.284 1.022 4.393
H 3.661 6.094 3.611
H 2.958 6.384 2.006
H 4.618 5.789 2.165
H 4.007 3.666 4.402
H 2.229 4.549 0.747
H 3.126 1.397 5.405
H 4.343 0.755 4.323
H 2.692 0.128 4.219
```

Results of the Löwdin charge analysis, in e, for atoms 1 through 4: atom 1 (Re): 1.07, atom 2 (C): -0.02, atom 3 (C): -0.30, atom 4 (C): -0.03

***

# 3
Molecular formula: C21H44NO9
Method: DFT, ωB97M-V/def2-TZVPD

Output
- Maximum force: 2.774 eV/A
- LUMO energy: -4.07 eV
- Frontier orbital gap: 0.2859 hartree
- Net charge: +1
- Highest occupied orbital energy: -0.435 Ha

Geometry as XYZ:
```
75
C21H44NO9 (ωB97M-V/def2-TZVPD)
C 4.689 -5.430 -1.247
C 4.630 -4.160 -1.827
N 3.960 -3.061 -1.078
C 2.487 -3.257 -0.818
C 1.694 -4.025 -1.944
C 0.198 -4.189 -1.386
O 0.171 -5.039 -0.216
H 5.059 -5.611 -0.198
H 4.368 -6.320 -1.859
H 5.077 -3.947 -2.838
H 4.416 -3.021 -0.146
H 4.185 -2.153 -1.518
H 2.039 -2.214 -0.774
H 2.289 -3.700 0.202
H 1.591 -3.437 -2.903
H 2.052 -5.068 -2.149
H -0.219 -3.198 -1.052
H -0.447 -4.650 -2.184
H 0.609 -5.882 -0.406
O 3.506 0.332 -0.311
C 2.559 0.959 0.115
O 1.635 0.339 0.856
C 0.587 1.022 1.576
C -0.618 1.259 0.689
C 2.352 2.399 -0.250
H 0.958 1.937 2.033
H 0.303 0.365 2.395
H -0.376 1.909 -0.154
H -1.425 1.716 1.255
H -0.973 0.314 0.271
H 1.810 2.457 -1.195
H 3.330 2.867 -0.373
H 1.831 2.974 0.511
O -3.267 2.401 0.618
C -3.988 1.580 0.101
O -5.153 1.258 0.685
C -6.169 0.460 0.062
C -5.917 -1.017 0.283
C -3.565 0.842 -1.136
H -6.275 0.713 -0.995
H -7.108 0.740 0.541
H -4.979 -1.337 -0.174
H -6.728 -1.612 -0.139
H -5.840 -1.234 1.350
H -2.979 -0.033 -0.851
H -2.947 1.503 -1.738
H -4.394 0.540 -1.773
O 1.356 1.363 4.282
C 1.794 0.415 4.886
O 1.858 0.454 6.226
C 2.165 -0.678 7.050
C 3.662 -0.845 7.217
C 2.360 -0.779 4.167
H 1.682 -1.582 6.672
H 1.716 -0.473 8.023
H 4.153 -1.043 6.262
H 3.883 -1.669 7.897
H 4.103 0.069 7.618
H 3.411 -0.595 3.937
H 1.812 -0.913 3.235
H 2.260 -1.712 4.718
O -3.514 1.870 -4.196
C -3.063 2.991 -4.182
O -2.889 3.653 -5.336
C -2.559 5.047 -5.421
C -1.061 5.260 -5.342
C -2.603 3.628 -2.899
H -3.104 5.626 -4.673
H -2.919 5.383 -6.394
H -0.657 4.927 -4.385
H -0.817 6.316 -5.472
H -0.554 4.684 -6.119
H -1.568 3.339 -2.704
H -3.233 3.263 -2.091
H -2.692 4.712 -2.887
```

Results of the Löwdin charge analysis, in e, for atoms 1 through 4: atom 1 (C): 0.06, atom 2 (C): -0.12, atom 3 (N): 0.04, atom 4 (C): -0.12

***

Repeat the second record exactly.
Molecular formula: C21H44N2O6P2ReSTe
Method: DFT, ωB97M-V/def2-TZVPD

Output
- Maximum force: 0.610 eV/A
- LUMO energy (alpha / beta): -13.72 / -13.46 eV
- Frontier orbital gap (alpha / beta): 0.2577 / 0.2642 hartree
- <S²>: 0.7845
- 2S+1: 2
- Net charge: +4
- Highest occupied orbital energy (alpha / beta): -0.762 / -0.759 Ha

Geometry as XYZ:
```
78
C21H44N2O6P2ReSTe (ωB97M-V/def2-TZVPD)
Re -0.259 0.538 0.014
C -5.776 2.337 2.390
C -5.274 1.002 2.853
C -6.141 -0.181 2.532
O -3.859 0.755 2.209
P -3.433 0.434 0.793
O -1.939 1.021 0.720
C -3.197 -1.346 0.561
P -1.674 -2.091 1.206
O -0.480 -1.304 0.514
O -1.558 -3.512 0.693
C -2.169 -4.818 1.321
C -0.997 -5.644 1.759
C -3.026 -5.419 0.246
O -1.680 -2.005 2.720
C -1.061 -1.143 3.811
C 0.350 -1.625 4.019
C -1.967 -1.297 4.999
O -4.352 1.017 -0.248
C -4.507 1.354 -1.733
C -4.146 0.143 -2.546
C -3.696 2.590 -2.001
H -6.652 2.584 2.994
H -6.090 2.315 1.347
H -5.039 3.122 2.549
H -4.970 1.022 3.896
H -6.366 -0.237 1.465
H -7.093 -0.054 3.050
H -5.706 -1.117 2.886
H -3.225 -1.569 -0.510
H -4.049 -1.857 1.023
H -2.752 -4.455 2.168
H -0.366 -5.906 0.911
H -1.378 -6.570 2.193
H -0.403 -5.138 2.520
H -2.428 -5.703 -0.618
H -3.832 -4.754 -0.063
H -3.485 -6.325 0.646
H -1.099 -0.127 3.410
H 0.357 -2.656 4.373
H 0.817 -1.007 4.787
H 0.947 -1.554 3.108
H -2.002 -2.336 5.325
H -2.976 -0.951 4.780
H -1.573 -0.699 5.822
H -5.575 1.556 -1.772
H -3.086 -0.107 -2.425
H -4.308 0.372 -3.600
H -4.770 -0.717 -2.302
H -2.624 2.389 -1.914
H -3.973 3.405 -1.335
H -3.894 2.915 -3.024
C 2.162 0.532 -3.082
Te 0.181 -0.103 -2.654
C 0.664 -2.160 -2.424
H 2.843 0.139 -2.333
H 2.177 1.617 -3.121
H 2.387 0.123 -4.067
H 0.942 -2.501 -3.421
H -0.218 -2.691 -2.076
H 1.493 -2.268 -1.731
C 3.609 5.730 2.586
C 3.157 4.317 2.559
C 3.433 3.376 3.532
C 2.983 2.068 3.386
N 2.273 1.701 2.282
C 2.041 2.599 1.384
S 1.287 2.142 -0.188
N 2.440 3.885 1.487
C 3.284 1.022 4.393
H 3.661 6.094 3.611
H 2.958 6.384 2.006
H 4.618 5.789 2.165
H 4.007 3.666 4.402
H 2.229 4.549 0.747
H 3.126 1.397 5.405
H 4.343 0.755 4.323
H 2.692 0.128 4.219
```

Results of the Löwdin charge analysis, in e, for atoms 1 through 4: atom 1 (Re): 1.07, atom 2 (C): -0.02, atom 3 (C): -0.30, atom 4 (C): -0.03